Record 1
The following is a DFT calculation (ωB97M-V/def2-TZVPD) of a molecular structure, C42H30Br2ClMoN4O5Te.

```
86
Properties=species:S:1:pos:R:3:forces:R:3:mulliken_charge:R:1
H -1.003 1.757 -2.816 0.13 0.32 -0.05 0.250
Mo -0.213 -0.388 0.076 2.01 2.29 -1.10 -0.832
C -2.234 1.562 -0.750 -0.51 -0.07 0.69 1.295
C -0.631 -4.239 2.161 -0.23 0.24 0.09 -1.072
C -0.772 7.275 -1.898 -0.03 0.10 -0.07 -0.697
C -1.336 7.693 -0.706 -0.04 0.07 -0.05 -0.524
C 3.297 -0.859 -4.387 -0.68 -0.58 0.05 0.028
H -0.163 -5.206 2.117 0.17 -0.10 -0.07 0.463
H 1.783 -2.351 -4.523 0.01 -0.11 -0.14 0.449
N -0.828 -2.037 1.254 -0.68 -0.08 0.55 0.834
Te 0.823 3.273 -1.064 0.55 1.78 1.01 0.139
C 4.884 4.291 1.505 0.10 0.00 0.04 -0.628
C 3.328 -1.823 1.778 -0.82 0.14 -0.63 -0.006
C 3.119 0.679 -2.548 0.24 0.22 -0.04 -0.449
C -1.094 2.291 2.379 -0.07 0.00 -0.16 -1.335
H 0.530 -3.428 0.555 -0.04 0.09 0.13 0.514
H -3.043 -2.506 3.771 -0.17 0.00 0.03 0.511
C 0.265 -1.765 -2.483 1.40 0.46 -0.85 -0.495
C 3.787 0.236 -3.658 -0.31 0.15 0.42 -0.727
H 5.791 4.489 2.054 0.12 0.04 0.08 0.415
C -2.767 2.745 -1.409 0.22 -0.15 -0.23 0.415
H -4.285 3.048 0.062 -0.05 0.00 0.14 0.499
H 0.017 2.235 4.756 -0.03 0.14 0.01 0.623
H -0.040 -2.589 -3.140 -0.04 0.11 0.16 0.461
H 4.691 0.725 -3.987 0.10 0.06 0.00 0.499
H -0.810 7.909 -2.772 -0.03 0.09 -0.08 0.452
H -1.708 7.199 1.341 -0.06 0.05 0.12 0.451
C -2.178 3.244 -2.585 -0.16 -0.10 0.05 0.321
O -1.142 2.637 -3.210 -0.39 -0.22 -0.29 -0.739
H 3.755 3.918 -1.653 0.03 0.02 -0.05 0.460
O -0.474 -1.522 -1.498 -0.96 -1.47 -0.40 -0.479
H -3.530 -0.373 2.230 0.05 0.12 -0.08 0.452
C 3.416 -0.772 3.927 0.23 -0.20 -0.03 0.137
C -0.077 5.223 -0.859 0.35 -0.53 -0.30 0.339
O 1.475 -1.385 0.374 -0.83 -0.61 -1.02 -0.227
H -0.981 2.568 1.328 0.01 0.06 0.14 -0.395
C 1.927 0.068 -2.100 -0.44 0.05 0.40 -0.131
Br 4.238 -0.625 5.631 -0.04 0.03 -0.20 -0.198
C 4.911 4.220 0.123 0.08 -0.01 -0.01 -0.712
C -2.645 4.430 -3.142 -0.02 -0.12 -0.03 -0.540
C -0.256 -3.252 1.280 0.52 -0.55 -0.16 -0.040
H 3.488 1.516 -1.972 0.03 0.02 -0.01 0.382
C 1.446 -1.065 -2.836 -0.52 -0.14 0.47 1.283
C -4.259 4.636 -1.377 -0.15 -0.06 0.24 -0.861
C -0.152 6.041 -1.975 0.18 0.05 -0.03 -0.386
H -2.074 1.839 2.515 -0.02 0.05 0.03 0.322
H 5.833 4.370 -0.420 0.09 0.03 0.02 0.431
C 3.965 -1.626 2.999 -0.09 0.26 0.48 -0.167
H -2.182 4.776 -4.051 0.07 0.08 -0.09 0.506
H -5.055 5.189 -0.907 -0.13 0.04 0.07 0.438
C 1.620 -0.223 2.384 0.70 -0.36 0.17 -1.078
C -3.828 3.451 -0.827 0.03 0.11 -0.13 -0.766
N -2.068 0.020 0.768 -1.18 -0.83 0.91 1.175
H -1.902 -4.725 3.838 -0.02 -0.09 0.09 0.476
C -1.886 -1.827 2.097 0.41 -0.56 0.06 0.494
H 3.669 4.168 3.263 0.02 0.02 0.14 0.453
H -0.597 5.017 1.212 0.00 -0.08 0.07 0.263
C -2.258 -2.763 3.080 0.16 0.27 -0.32 -1.314
C 3.744 3.958 -0.572 -0.02 0.03 -0.09 -0.436
C 0.513 1.537 4.102 0.47 -0.22 0.19 -0.922
C 2.159 -1.500 -3.977 0.50 0.15 -0.40 -1.179
C -1.270 6.876 0.409 -0.04 0.04 0.10 -0.788
C 2.139 -1.168 1.464 1.13 0.02 1.38 0.170
H -1.067 3.191 2.990 0.05 0.04 -0.05 0.690
C -2.582 -0.652 1.792 0.00 0.81 -0.64 -0.204
N 0.503 0.458 1.959 -0.04 0.34 0.92 1.862
H 4.871 -2.168 3.221 0.06 -0.03 0.04 0.496
H 2.002 0.985 5.531 0.04 0.02 0.11 0.430
C 2.549 3.767 0.106 -0.41 -0.24 -0.50 0.396
O 1.306 0.581 -1.079 -0.10 -0.97 -0.28 0.640
H 1.597 3.698 2.027 -0.08 -0.01 0.05 0.300
C -0.645 5.645 0.333 0.04 -0.15 0.07 -0.080
H -1.828 8.651 -0.643 -0.04 0.14 0.00 0.421
O -1.101 1.051 -1.123 0.39 -1.08 0.20 -0.151
N -2.812 1.031 0.296 -0.96 0.67 -0.11 -1.516
Cl 4.138 -1.384 -5.795 0.10 -0.05 -0.12 -0.206
Br 3.994 -3.037 0.496 0.07 0.05 0.16 -0.163
H 0.289 5.715 -2.905 0.05 -0.01 -0.13 0.450
H -4.000 6.060 -2.959 -0.05 0.10 -0.06 0.460
C 3.692 4.107 2.186 -0.04 0.01 0.09 -0.639
C 2.243 -0.036 3.644 -0.07 -0.18 -0.37 1.109
C 1.612 0.849 4.535 -0.36 0.19 -0.26 -1.405
C 2.525 3.842 1.490 -0.07 -0.08 0.00 -0.105
C -3.665 5.127 -2.534 0.17 -0.19 -0.03 -0.334
C -1.625 -3.977 3.113 0.15 0.14 -0.22 -0.247
C 0.005 1.371 2.800 -0.23 -0.07 -0.26 0.524
```
Forces are in eV/Å.

strongest force on any atom: 3.2 eV/A
E_tot: -221990.8318 eV
net charge: +1
LUMO (spin up / spin down): -4.9920 / -4.9913 eV
HOMO level (spin up / spin down): -9.8 / -9.8 eV
Kohn-Sham gap (spin up / spin down): 0.1754 / 0.1754 Eh
relative energy (zero: lowest compared OMol25 entry of this formula, charge and spin): 21.1 kJ/mol

Record 2
The following is a DFT calculation (ωB97M-V/def2-TZVPD) of a molecular structure, C42H30BrF4MnN3OPTe.

```
84
Properties=species:S:1:pos:R:3:forces:R:3:mulliken_charge:R:1
F -2.808 -2.806 -3.044 -0.01 -0.03 -0.01 -0.288
H 5.435 -0.437 -1.220 -0.03 0.00 0.00 0.621
H -1.131 -0.012 5.595 -0.02 -0.01 -0.03 0.486
H -2.107 0.832 -5.979 0.04 0.03 0.03 0.428
C 0.138 2.598 3.219 0.00 -0.01 0.01 -1.002
C 3.324 -0.371 -0.987 -0.01 0.02 -0.02 0.566
C -1.546 -0.456 4.699 0.00 0.00 0.02 -0.949
H -0.780 2.087 -7.647 0.01 0.01 0.04 0.417
P -0.101 -2.023 1.247 0.23 -0.11 -0.01 1.860
N 2.087 0.503 0.848 -0.17 -0.01 -0.01 0.715
H -1.526 3.680 4.029 0.02 -0.03 -0.04 0.543
H -3.584 -0.176 5.313 0.03 -0.03 -0.04 0.444
C 0.855 3.035 -4.837 0.12 0.03 0.10 -0.609
H -2.388 2.956 -2.248 0.00 0.06 0.07 0.383
C -0.738 3.803 -1.149 -0.05 -0.03 0.01 0.417
H -3.332 6.207 0.377 0.04 -0.03 -0.02 0.450
C -0.528 2.152 -6.596 0.00 0.00 -0.02 -0.448
C -0.325 4.772 -0.243 0.03 -0.02 0.02 -0.383
H 1.680 3.663 -4.524 -0.02 -0.02 -0.02 0.436
Br -1.383 -0.723 -1.500 -0.18 -0.21 -0.11 0.039
H 5.249 -1.403 -3.544 -0.02 0.01 0.02 0.486
C -1.078 -3.090 0.142 -0.02 -0.03 0.14 -0.908
C -1.266 5.631 0.312 -0.02 0.04 0.06 -0.724
C -1.227 -1.545 2.574 -0.06 -0.01 0.00 0.488
H -1.553 0.996 -3.596 -0.03 -0.07 0.02 0.237
C -1.270 1.442 -5.660 0.00 0.02 -0.03 -0.974
C -3.453 -1.141 3.402 -0.04 0.01 0.01 -0.788
C 1.989 -1.106 -2.723 -0.06 0.00 0.00 -0.487
H 0.848 2.924 3.970 -0.03 -0.01 -0.03 0.592
H -4.526 -1.229 3.284 0.05 0.00 0.00 0.473
F -2.305 -6.480 -0.178 -0.03 -0.12 0.00 -0.254
O 4.366 0.505 0.970 0.12 0.01 0.10 -0.642
H -2.226 1.367 0.496 0.03 0.03 0.02 0.229
C 0.527 2.952 -6.182 -0.01 -0.01 -0.06 -0.683
F -0.943 -4.968 1.550 -0.01 -0.03 -0.01 -0.293
C -2.609 -1.634 2.417 0.01 -0.01 0.01 -0.725
C 2.244 -4.314 3.689 0.02 -0.01 0.01 -0.766
H -3.099 2.872 2.256 0.04 -0.01 0.00 0.605
C -0.698 -0.946 3.719 0.03 0.01 0.01 -0.443
H 0.377 -0.883 3.859 -0.07 -0.02 -0.01 0.657
C 3.101 -1.406 -3.488 0.01 -0.02 -0.01 -0.847
F -3.245 -5.413 -2.484 -0.07 -0.08 -0.07 -0.250
C 0.549 1.740 2.212 0.03 0.00 0.00 0.446
C 4.364 -1.176 -2.962 0.03 -0.01 -0.01 -0.569
N -0.302 1.326 1.259 0.10 -0.18 -0.13 1.781
H 0.722 4.881 0.016 -0.04 -0.01 -0.01 0.505
H 2.119 0.492 2.955 0.01 -0.03 0.05 0.280
C -2.074 3.694 -1.516 -0.03 -0.01 -0.02 -0.336
C -2.924 -0.552 4.540 -0.02 0.01 0.03 -0.693
C 1.941 1.184 2.126 -0.08 0.02 -0.05 -1.528
C 1.255 -2.987 1.945 -0.10 0.03 0.10 0.368
Mn 0.598 0.017 -0.136 0.21 0.42 0.08 -0.028
C -3.005 4.563 -0.964 -0.04 -0.01 -0.03 -0.648
H 2.689 1.971 2.217 0.06 0.06 -0.03 0.738
H -4.045 4.496 -1.260 0.05 0.00 0.01 0.432
C 2.433 -3.088 1.206 0.00 0.05 -0.11 -0.595
H 2.972 -1.811 -4.482 -0.01 0.01 0.02 0.522
H 1.097 3.518 -6.908 -0.02 -0.02 0.03 0.413
C -1.582 1.731 1.287 0.00 -0.04 -0.02 -0.671
H 2.171 -4.796 4.655 0.00 0.02 -0.02 0.457
C -2.562 -4.675 -1.643 0.05 0.06 0.04 0.475
Te 0.711 2.465 -1.879 0.02 0.07 -0.12 0.649
N 2.098 -0.597 -1.491 0.00 -0.03 0.18 0.677
C 3.507 -3.808 1.702 0.05 -0.02 0.00 -0.734
H 0.250 -3.538 3.770 0.02 -0.01 -0.01 0.513
H -3.036 -2.100 1.536 0.00 -0.01 0.00 0.455
C -1.595 -2.575 -1.040 -0.05 0.06 -0.05 0.165
C -0.945 1.525 -4.314 -0.03 0.07 0.04 0.093
C 3.349 0.243 0.382 -0.01 0.00 -0.10 -0.075
H -0.946 6.400 1.007 -0.02 -0.05 -0.04 0.442
H 4.253 -4.975 3.339 -0.01 0.01 -0.01 0.430
C -2.062 2.567 2.268 0.01 0.04 0.03 -0.917
C -1.354 -4.423 0.414 0.04 0.07 0.03 0.453
H 2.511 -2.610 0.234 -0.02 -0.05 0.05 0.266
C -1.182 3.012 3.249 0.00 0.03 0.01 -0.675
C -2.327 -3.335 -1.927 0.02 0.06 -0.01 0.514
C 4.480 -0.647 -1.684 0.01 -0.02 -0.01 -0.745
H 0.988 -1.262 -3.105 0.00 0.00 0.00 0.459
C 0.121 2.317 -3.897 -0.03 -0.01 -0.11 0.431
C -2.603 5.525 -0.044 0.00 0.01 0.00 -0.547
H 4.419 -3.888 1.124 -0.03 0.00 0.02 0.464
C 1.164 -3.602 3.193 -0.04 -0.03 -0.01 -0.368
C -2.076 -5.220 -0.465 0.02 0.09 -0.01 0.234
C 3.413 -4.418 2.946 -0.01 0.01 0.01 -0.641
```
Forces are in eV/Å.

strongest force on any atom: 0.5 eV/A
multiplicity: 5
E_tot: -179360.6209 eV
expectation value of S²: 6.0722
net charge: +2
LUMO (spin up / spin down): -7.1271 / -6.2168 eV
HOMO level (spin up / spin down): -13.2 / -13.6 eV
Kohn-Sham gap (spin up / spin down): 0.2223 / 0.2709 Eh
relative energy (zero: lowest compared OMol25 entry of this formula, charge and spin): 0.0 kJ/mol